Below is a cluster of 2 separate species, C5H12O2 in total in a non-equilibrium geometry, with properties calculated with the ωB97M-V functional and the def2-TZVPD basis.

Last column: Löwdin charge in e.
CARTESIAN COORDINATES (ANGSTROEM)
1 C 0.13 0.84 -0.92  -0.2771
2 O 1.40 1.50 -0.82  -0.0733
3 C -0.23 0.35 0.46  -0.1945
4 C 0.30 -1.07 0.76  -0.2102
5 C 0.60 -1.24 2.23  -0.1951
6 C 1.81 -1.50 2.67  -0.0051
7 H 0.23 0.00 -1.62  0.1170
8 H -0.65 1.48 -1.35  0.1055
9 H 1.57 1.92 -1.68  0.0806
10 H 0.16 1.05 1.21  0.1155
11 H -1.31 0.37 0.60  0.1094
12 H 1.25 -1.14 0.22  0.1067
13 H -0.46 -1.76 0.40  0.1094
14 H -0.26 -1.03 2.86  0.1021
15 H 2.07 -1.47 3.71  0.0482
16 H 2.62 -1.73 1.99  0.0565
17 H -3.81 0.85 -3.51  0.0352
18 H -2.56 1.67 -3.87  0.0326
19 O -2.86 0.91 -3.35  -0.0635

Computed properties:
- Gap between HOMO and LUMO: 0.373 hartree
- SMILES: C=CCCCO.O
- Energy relative to the best compared isomer or geometry (same formula, charge and spin): 1.700 eV
- E_LUMO: 0.660 eV



Below is the molecule C5H12O2, with properties calculated with the ωB97M-V functional and the def2-TZVPD basis.

Last column: Löwdin charge in e.
CARTESIAN COORDINATES (ANGSTROEM)
1 C -0.53 0.25 2.59  -0.1001
2 C -0.02 0.71 1.24  -0.2166
3 C -0.22 -0.33 0.14  -0.3852
4 O -1.59 -0.60 -0.11  -0.0141
5 C 0.58 0.08 -1.09  -0.4112
6 C 0.71 -1.04 -2.13  -0.0323
7 O 0.02 1.29 -1.58  -0.0230
8 H -1.59 -0.01 2.54  0.0733
9 H 0.02 -0.64 2.92  0.0767
10 H -0.39 1.03 3.35  0.0705
11 H -0.50 1.64 0.91  0.1192
12 H 1.06 0.92 1.29  0.1158
13 H 0.19 -1.30 0.47  0.1556
14 H -2.03 0.25 -0.23  0.1018
15 H 1.61 0.26 -0.73  0.1367
16 H 0.66 -0.67 -3.16  0.0801
17 H 1.71 -1.42 -1.96  0.0764
18 H -0.03 -1.84 -2.01  0.0847
19 H 0.34 1.43 -2.47  0.0915

Computed properties:
- Gap between HOMO and LUMO: 0.400 hartree
- SMILES: CC[C@@H](O)[C@@H](C)O
- Energy relative to the best compared isomer or geometry (same formula, charge and spin): 0.778 eV
- E_LUMO: 0.832 eV



Below is a cluster of 3 separate species, C5H12O2 in total in a non-equilibrium geometry, with properties calculated with the ωB97M-V functional and the def2-TZVPD basis.

Last column: Löwdin charge in e.
CARTESIAN COORDINATES (ANGSTROEM)
1 C -0.61 -0.83 0.83  -0.0769
2 C 0.36 0.29 1.05  -0.3783
3 C -0.03 1.57 0.92  0.0274
4 C 2.74 0.79 1.58  0.0183
5 C 1.74 -0.10 1.50  -0.1293
6 H -1.64 -0.48 0.78  0.0809
7 H -0.58 -1.53 1.67  0.0805
8 H -0.31 -1.30 -0.11  0.0838
9 H -1.08 1.84 0.92  0.0652
10 H 0.71 2.30 0.60  0.0553
11 H 2.49 1.82 1.43  0.0464
12 H 3.75 0.45 1.79  0.0553
13 H 1.90 -1.14 1.76  0.0965
14 H -0.29 -0.42 -2.58  0.0326
15 H -0.37 0.83 -1.77  0.0289
16 O -0.80 0.38 -2.51  -0.0480
17 H -2.46 -0.83 -2.22  0.0028
18 H -2.91 -1.85 -3.27  0.0324
19 O -2.60 -1.78 -2.37  -0.0737

Computed properties:
- Gap between HOMO and LUMO: 0.344 hartree
- SMILES: C=CC(=C)C.O.O
- Energy relative to the best compared isomer or geometry (same formula, charge and spin): 2.141 eV
- E_LUMO: 0.535 eV



Below is the molecule C5H12O2 in a non-equilibrium geometry, with properties calculated with the ωB97M-V functional and the def2-TZVPD basis.

Last column: Löwdin charge in e.
CARTESIAN COORDINATES (ANGSTROEM)
1 C -2.42 1.26 0.33  -0.1310
2 C -1.18 1.22 -0.54  -0.1868
3 C -0.30 0.00 0.09  -0.3688
4 O -1.02 -1.23 0.15  -0.0551
5 C 1.03 -0.19 -0.63  -0.1532
6 C 2.22 -0.80 0.11  -0.2641
7 O 2.00 -2.18 0.36  -0.0724
8 H -3.29 1.83 -0.02  0.0718
9 H -2.70 0.20 0.35  0.0641
10 H -2.16 1.59 1.34  0.0743
11 H -0.61 2.17 -0.55  0.1049
12 H -1.54 1.14 -1.59  0.1137
13 H -0.09 0.26 1.15  0.1452
14 H -0.34 -1.85 0.48  0.0859
15 H 1.33 0.81 -0.93  0.1119
16 H 0.85 -0.80 -1.53  0.1323
17 H 2.39 -0.26 1.06  0.1190
18 H 3.11 -0.66 -0.51  0.1161
19 H 2.75 -2.51 0.88  0.0921

Computed properties:
- Gap between HOMO and LUMO: 0.394 hartree
- SMILES: CC[C@@H](O)CCO
- Energy relative to the best compared isomer or geometry (same formula, charge and spin): 1.270 eV
- E_LUMO: 0.766 eV



Below is a cluster of 2 separate species, C5H12O2 in total, with properties calculated with the ωB97M-V functional and the def2-TZVPD basis.

Last column: Löwdin charge in e.
CARTESIAN COORDINATES (ANGSTROEM)
1 C 0.54 2.35 -0.31  -0.1496
2 C -0.83 1.71 -0.29  -0.2863
3 C -0.26 0.35 -0.33  -0.0864
4 O 1.37 0.28 1.00  -0.0890
5 C -0.89 -0.83 0.37  -0.1716
6 C -0.35 -2.19 -0.06  -0.2607
7 O 1.04 -2.28 0.21  -0.0758
8 H 0.68 3.10 0.47  0.0434
9 H 1.45 1.18 0.48  0.0226
10 H 0.86 2.68 -1.30  0.0404
11 H -1.52 1.92 -1.13  0.1093
12 H -1.38 1.88 0.64  0.1153
13 H 0.26 0.12 -1.26  0.1345
14 H 1.96 -0.39 0.60  0.0549
15 H -1.95 -0.80 0.09  0.1335
16 H -0.84 -0.71 1.46  0.1270
17 H -0.55 -2.32 -1.14  0.1212
18 H -0.90 -2.97 0.48  0.1198
19 H 1.33 -3.16 -0.05  0.0975

Computed properties:
- Gap between HOMO and LUMO (alpha / beta): 0.271 / 0.272 hartree
- Energy relative to the best compared isomer or geometry (same formula, charge and spin): 5.258 eV
- E_LUMO (alpha / beta): 0.544 / 0.545 eV



Below is a structure of composition C5H12O2 in a non-equilibrium geometry, with properties calculated with the ωB97M-V functional and the def2-TZVPD basis.

Last column: Löwdin charge in e.
CARTESIAN COORDINATES (ANGSTROEM)
1 C -1.83 0.69 0.65  -0.2380
2 O -2.44 0.30 -0.60  -0.0714
3 C -0.60 -0.27 1.11  -0.1296
4 C -0.10 -1.37 0.06  -0.1589
5 C 0.85 -0.71 -0.95  -0.0586
6 C 2.24 -0.48 -0.54  0.0399
7 H -1.34 1.76 0.73  0.1205
8 H -2.55 0.71 1.43  0.0730
9 H -2.19 1.03 -1.13  0.0559
10 H -0.99 -0.72 2.04  0.1070
11 H 0.31 0.34 1.11  0.0587
12 H 0.41 -2.18 0.58  0.1060
13 H -0.89 -1.98 -0.28  0.0927
14 H 0.62 -0.77 -2.01  0.1449
15 H 2.95 -0.50 -1.40  0.1112
16 H 2.62 -0.94 0.41  0.1277
17 H 1.18 2.62 -0.32  -0.0641
18 H 1.35 0.46 -0.54  0.1234
19 O 0.42 2.00 -0.34  -0.4404

Computed properties:
- Gap between HOMO and LUMO: 0.251 hartree
- Energy relative to the best compared isomer or geometry (same formula, charge and spin): 6.868 eV
- E_LUMO: -1.197 eV